{"formula": "C21H42O21", "method": "ωB97M-V with the def2-TZVPD basis set", "symbols": ["C", "O", "C", "O", "O", "C", "H", "H", "H", "H", "H", "H", "C", "O", "C", "O", "O", "C", "H", "H", "H", "H", "H", "H", "C", "O", "C", "O", "O", "C", "H", "H", "H", "H", "H", "H", "C", "O", "C", "O", "O", "C", "H", "H", "H", "H", "H", "H", "C", "O", "C", "O", "O", "C", "H", "H", "H", "H", "H", "H", "C", "O", "C", "O", "O", "C", "H", "H", "H", "H", "H", "H", "C", "O", "C", "O", "O", "C", "H", "H", "H", "H", "H", "H"], "xyz": [[-5.8942, 2.8668, -1.4095], [-6.2904, 4.1344, -1.9123], [-5.9445, 4.5739, -3.0243], [-5.4335, 3.9497, -3.9756], [-6.3754, 5.8174, -3.0004], [-6.0690, 6.7146, -4.1482], [-6.7856, 2.4862, -0.9109], [-5.1540, 2.8445, -0.6096], [-5.7853, 2.0284, -2.0975], [-6.1236, 7.7497, -3.8111], [-6.6827, 6.5538, -5.0345], [-5.0769, 6.4681, -4.5267], [2.1610, 2.8297, 0.5094], [2.2689, 3.9267, -0.4036], [1.3680, 4.9647, -0.3747], [0.3403, 5.1094, 0.3005], [1.7167, 5.7799, -1.2513], [1.0012, 7.0288, -1.4636], [3.0777, 2.2410, 0.4732], [1.2704, 2.2015, 0.5276], [2.1321, 3.2431, 1.5176], [1.1112, 7.3072, -2.5117], [1.5833, 7.7135, -0.8469], [-0.0468, 6.9775, -1.1683], [-2.9892, 1.0888, -0.3946], [-2.3593, -0.0226, 0.0893], [-1.5326, 0.1768, 1.0450], [-1.2620, 1.2475, 1.5805], [-0.8885, -1.0841, 1.2710], [0.2254, -1.1136, 2.1442], [-2.3807, 1.6600, -1.0957], [-3.2833, 1.7627, 0.4101], [-3.8136, 0.6559, -0.9613], [0.9827, -1.7268, 1.6556], [0.0656, -1.6821, 3.0603], [0.7203, -0.1455, 2.2218], [-1.9212, -4.5924, 2.4783], [-1.3654, -5.8584, 2.3393], [-0.5379, -6.3127, 3.2594], [-0.4297, -5.8383, 4.3729], [-0.0112, -7.5623, 2.7374], [0.6188, -8.4141, 3.6340], [-1.3641, -3.9170, 1.8290], [-1.7791, -4.1420, 3.4607], [-2.9590, -4.5429, 2.1487], [1.5135, -8.7551, 3.1130], [0.0567, -9.3201, 3.8604], [1.0358, -7.8887, 4.4932], [-2.1972, 5.1015, -3.8973], [-0.9853, 4.5048, -3.7048], [-0.9336, 3.2595, -3.3979], [-1.8469, 2.4035, -3.3591], [0.2967, 3.0053, -3.0467], [0.7513, 1.6828, -2.6619], [-2.8812, 4.3824, -4.3480], [-2.2283, 5.9464, -4.5853], [-2.5880, 5.4975, -2.9600], [1.8405, 1.6920, -2.7031], [0.3667, 0.8990, -3.3145], [0.3961, 1.3016, -1.7045], [3.6438, -4.4144, 1.3558], [3.8964, -4.6099, 2.7887], [2.8097, -4.3968, 3.6744], [1.6631, -4.1199, 3.3460], [3.2832, -4.3469, 4.8978], [2.2547, -4.2582, 5.9375], [3.0823, -3.5461, 1.0111], [3.0754, -5.2639, 0.9770], [4.5820, -4.4354, 0.8013], [1.2088, -4.4734, 5.7190], [2.2125, -3.2625, 6.3789], [2.6276, -4.7347, 6.8441], [6.7879, -2.7177, -1.0863], [5.5838, -1.9243, -0.7650], [4.3782, -2.3631, -1.1895], [4.1527, -3.4286, -1.7562], [3.4361, -1.4284, -0.8065], [2.0687, -1.5982, -1.0448], [6.7359, -3.1699, -2.0767], [6.9959, -3.4448, -0.3014], [7.7008, -2.1366, -1.2165], [1.7604, -0.9861, -1.8924], [1.5046, -1.1622, -0.2203], [1.8545, -2.6377, -1.2929]], "atomic_forces_ev_per_a": [[-1.67, -1.78, 0.71], [-0.23, -2.63, 4.69], [1.50, -0.55, -5.63], [-0.74, 1.71, 2.05], [0.11, 3.00, -2.14], [0.54, -1.25, 0.22], [-0.26, 0.38, 0.37], [0.42, 0.79, -0.58], [0.82, 0.79, -0.81], [-0.10, -0.37, 0.22], [-0.63, -0.18, 0.48], [0.22, 0.16, 0.38], [0.01, 0.76, 1.77], [-0.90, 0.08, -0.06], [-2.96, -2.42, 2.99], [2.03, -1.22, -0.35], [1.48, 2.69, -3.70], [0.73, -0.30, 0.58], [-0.15, 0.09, -0.57], [-0.19, 0.16, -1.04], [0.13, 0.15, 0.18], [0.04, -0.33, 0.11], [-0.52, 0.43, -0.06], [0.24, -0.18, 0.08], [-1.55, 1.64, -1.29], [0.27, -2.02, -0.07], [3.40, -0.25, 2.19], [-0.34, -2.23, -0.69], [-1.48, 2.22, -0.20], [1.24, -0.43, -0.52], [0.23, -0.13, 0.01], [-0.28, -0.13, -0.05], [-0.27, 0.55, 0.10], [-0.07, -0.21, -0.25], [-0.52, 0.67, 0.27], [-0.52, 0.16, 0.62], [0.33, 2.26, -0.07], [0.52, -1.38, -0.75], [-0.46, -1.82, 0.98], [0.75, -1.27, -1.44], [-1.89, 3.61, 0.54], [1.92, -0.43, 0.19], [-0.01, 0.02, -0.29], [-0.30, -0.53, 0.24], [0.06, -0.55, 0.22], [0.08, -0.22, -0.13], [-0.42, 0.38, 0.29], [-0.60, -0.07, 0.35], [-3.02, 0.44, -0.60], [1.74, 1.70, -0.57], [-2.33, -4.39, 1.12], [1.77, 2.37, -0.34], [2.13, -0.81, 0.71], [-0.67, -0.47, -0.58], [-0.34, -0.02, 0.42], [1.08, -0.02, -0.11], [-0.12, -0.29, 0.19], [-0.23, 0.26, 0.09], [0.03, 0.35, -0.63], [-0.03, 0.91, 0.44], [-0.46, -1.10, -0.01], [-1.82, 0.80, 0.54], [-0.03, 1.50, -2.63], [1.81, -0.81, -0.01], [-0.95, -0.70, 0.94], [0.42, 1.10, 1.48], [0.04, 0.38, 0.94], [-0.07, -0.13, 0.15], [0.22, 0.07, 0.65], [0.54, -0.70, -0.74], [0.24, 0.71, -0.88], [0.06, -1.05, -0.58], [-0.39, -0.18, -0.55], [0.41, -0.18, -0.51], [-0.75, -1.07, -0.22], [0.28, 2.11, 0.96], [2.68, -0.38, 0.14], [-0.70, -0.13, -0.96], [-0.74, -0.42, 0.25], [-0.41, -0.05, -0.12], [-0.55, 1.00, 0.65], [0.22, -0.07, -0.37], [0.23, -0.59, 0.24], [-0.29, 0.02, 0.37]], "lowdin_charge": [-0.016, 0.058, -0.670, 0.082, 0.012, 0.010, 0.095, 0.084, 0.102, 0.091, 0.091, 0.075, -0.050, -0.014, -0.629, 0.086, 0.028, 0.020, 0.095, 0.073, 0.093, 0.096, 0.100, 0.094, -0.065, 0.036, -0.537, 0.110, -0.045, -0.077, 0.089, 0.101, 0.105, 0.059, 0.091, 0.095, -0.051, 0.015, -0.493, 0.100, -0.038, -0.101, 0.088, 0.097, 0.101, 0.088, 0.094, 0.091, -0.069, 0.042, -0.608, 0.078, 0.022, -0.020, 0.088, 0.097, 0.106, 0.101, 0.092, 0.078, -0.026, -0.022, -0.530, 0.094, 0.030, -0.015, 0.075, 0.097, 0.082, 0.082, 0.087, 0.091, -0.011, -0.008, -0.545, 0.097, -0.027, -0.050, 0.091, 0.091, 0.087, 0.083, 0.072, 0.106], "orbital_gap_ev": 11.029, "e_homo_ev": -10.434, "e_tot_ev": -65451.39864, "de_lowest_kcal_mol": 102.4, "smiles": "COC(=O)OC.COC(=O)OC.COC(=O)OC.COC(=O)OC.COC(=O)OC.COC(=O)OC.COC(=O)OC"}